(1)
The following is a DFT calculation (ωB97M-V with the def2-TZVPD basis set) of the molecule C30H29NO5 at a distorted geometry.

Output
HOMO level ... -7.703 eV
Multiplicity ... 1
Electronic energy ... -1591.5093 Eh
Frontier orbital gap ... 7.96 eV
Total charge ... 0
LUMO energy ... 0.3 eV
Relative energy (zero: lowest compared OMol25 entry of this formula, charge and spin) ... 0.774 eV

Each line ends with the Löwdin charge.
Atoms and positions in Å:
C1 0.908 -2.109 -5.404  -0.06
O1 -0.223 -1.281 -5.025  -0.10
C2 -0.097 -0.343 -4.056  -0.26
C3 1.111 -0.207 -3.335  0.00
C4 1.157 0.723 -2.313  -0.06
C5 0.058 1.474 -1.927  -0.20
C6 0.169 2.275 -0.672  -0.05
C7 1.171 3.289 -0.562  -0.12
C8 2.416 3.386 -1.199  0.02
N1 3.097 4.487 -0.738  -0.09
C9 4.418 4.879 -1.174  -0.02
C10 2.287 5.202 0.135  -0.17
C11 2.585 6.386 0.803  -0.02
C12 1.572 6.933 1.599  -0.09
C13 0.308 6.340 1.640  -0.08
C14 0.043 5.132 0.969  -0.03
C15 1.051 4.522 0.232  -0.11
C16 0.206 0.906 0.639  -0.11
C17 -1.261 0.497 0.674  -0.09
C18 -1.924 -0.029 1.959  -0.19
C19 -2.458 0.941 2.830  -0.04
C20 -3.221 0.564 3.938  -0.08
C21 -3.535 -0.780 4.166  -0.10
C22 -3.096 -1.740 3.243  -0.09
C23 -2.332 -1.376 2.128  -0.04
C24 0.962 -0.387 0.555  -0.32
O2 0.562 -1.329 -0.186  0.08
O3 2.089 -0.612 1.313  0.10
C25 2.180 0.009 2.540  -0.54
C26 1.298 -0.625 3.595  0.04
C27 3.613 0.002 3.049  0.01
O4 1.850 1.440 2.374  0.10
C28 0.659 1.700 1.819  -0.43
O5 0.005 2.638 2.254  0.11
C29 -1.123 1.340 -2.673  -0.02
C30 -1.222 0.450 -3.717  0.01
H1 0.573 -2.709 -6.252  0.09
H2 1.757 -1.475 -5.689  0.09
H3 1.195 -2.748 -4.558  0.09
H4 1.982 -0.853 -3.517  0.11
H5 2.082 0.883 -1.774  0.11
H6 -0.772 2.594 -0.216  0.12
H7 2.828 2.792 -2.003  0.13
H8 4.807 5.660 -0.521  0.08
H9 5.107 4.033 -1.148  0.09
H10 4.403 5.265 -2.197  0.10
H11 3.566 6.825 0.707  0.09
H12 1.761 7.835 2.174  0.10
H13 -0.466 6.775 2.266  0.10
H14 -0.958 4.698 0.979  0.11
H15 -1.882 1.352 0.343  0.13
H16 -1.310 -0.303 -0.071  0.12
H17 -2.289 1.992 2.608  0.11
H18 -3.571 1.343 4.626  0.10
H19 -4.121 -1.065 5.051  0.10
H20 -3.369 -2.791 3.408  0.10
H21 -2.076 -2.124 1.382  0.11
H22 0.250 -0.660 3.313  0.08
H23 1.641 -1.656 3.761  0.11
H24 1.402 -0.098 4.548  0.11
H25 4.278 0.435 2.298  0.10
H26 3.694 0.587 3.975  0.10
H27 3.948 -1.017 3.275  0.10
H28 -1.981 1.945 -2.457  0.11
H29 -2.130 0.267 -4.291  0.12

(2)
The following is a DFT calculation (ωB97M-V with the def2-TZVPD basis set) of the ion C4H10N3 with charge +1 at a distorted geometry.

Output
HOMO level ... -13.785 eV
Multiplicity ... 1
Electronic energy ... -322.3889 Eh
Frontier orbital gap ... 10.45 eV
Total charge ... +1
LUMO energy ... -3.3 eV
Relative energy (zero: lowest compared OMol25 entry of this formula, charge and spin) ... 1.950 eV

Each line ends with the Löwdin charge.
Atoms and positions in Å:
N1 0.706 -2.640 0.917  0.19
C1 -0.011 -1.549 0.730  -0.11
N2 0.027 -0.752 -0.311  0.14
C2 -0.405 0.670 -0.194  -0.54
N3 -1.467 0.869 0.654  0.12
C3 0.899 1.420 -0.276  -0.01
C4 -0.130 1.404 -1.467  -0.01
H1 0.545 -3.243 1.736  0.15
H2 1.269 -3.186 0.290  0.13
H3 -0.550 -1.195 1.526  0.13
H4 0.687 -0.780 -1.074  0.16
H5 -2.374 0.945 0.214  0.11
H6 -1.435 1.392 1.543  0.13
H7 1.859 1.065 -0.371  0.08
H8 0.925 2.392 0.151  0.10
H9 -0.634 2.410 -1.828  0.17
H10 0.090 0.779 -2.240  0.06

(3)
The following is a DFT calculation (ωB97M-V with the def2-TZVPD basis set) of a structure of composition C11H42FInNO12S2 at a distorted geometry.

Output
HOMO level ... -5.508 eV
Multiplicity ... 1
Electronic energy ... -2488.1801 Eh
Frontier orbital gap ... 7.35 eV
Total charge ... -1
LUMO energy ... 1.8 eV

Each line ends with the Löwdin charge.
Atoms and positions in Å:
O1 -3.871 0.483 4.840  -0.41
S1 -3.109 0.688 3.635  0.44
O2 -1.808 0.088 3.660  -0.39
F1 -2.841 2.304 3.595  -0.29
In1 -4.363 -0.169 1.588  0.50
N1 -3.151 0.474 -0.128  -0.07
C1 -2.152 -0.168 -0.125  -1.00
S2 -0.638 -0.691 -0.217  0.61
H1 -4.321 -1.912 1.721  -0.09
H2 -5.945 0.553 1.413  -0.12
C2 -0.215 -0.800 -4.567  -0.15
O3 0.284 -0.447 -3.283  -0.17
H3 -1.155 -0.277 -4.723  0.08
H4 0.497 -0.505 -5.341  0.05
H5 -0.392 -1.878 -4.629  0.08
H6 1.110 -0.917 -3.149  0.07
C3 0.603 2.880 -1.916  -0.15
O4 -0.593 3.096 -1.178  -0.12
H7 1.147 3.820 -1.995  0.07
H8 1.233 2.149 -1.402  0.08
H9 0.364 2.521 -2.921  0.06
H10 -1.051 2.250 -1.122  0.05
C4 0.819 5.865 0.641  -0.18
O5 -0.554 5.916 0.292  -0.12
H11 1.045 6.734 1.258  0.08
H12 1.035 4.956 1.208  0.07
H13 1.450 5.889 -0.254  0.07
H14 -0.727 5.137 -0.250  0.04
C5 -1.022 2.230 7.079  -0.17
O6 -1.325 3.216 6.104  -0.13
H15 -0.192 2.600 7.679  0.07
H16 -1.880 2.048 7.734  0.07
H17 -0.728 1.290 6.604  0.08
H18 -2.058 2.876 5.579  0.04
C6 -0.171 -4.831 0.104  -0.16
O7 -1.285 -4.422 -0.681  -0.13
H19 0.198 -3.955 0.631  0.07
H20 -0.470 -5.589 0.827  0.05
H21 0.627 -5.227 -0.535  0.07
H22 -1.615 -5.194 -1.145  0.06
C7 0.151 -8.223 2.147  -0.15
O8 -0.981 -7.848 1.361  -0.13
H23 0.499 -7.340 2.674  0.09
H24 -0.130 -8.986 2.877  0.07
H25 0.955 -8.605 1.512  0.08
H26 -1.286 -8.632 0.898  0.08
C8 -2.587 -9.064 5.317  -0.17
O9 -2.031 -7.916 4.692  -0.12
H27 -2.506 -8.927 6.392  0.08
H28 -3.642 -9.183 5.054  0.08
H29 -2.042 -9.971 5.035  0.07
H30 -2.105 -8.036 3.740  0.05
C9 1.962 1.877 -5.582  -0.15
O10 2.754 2.299 -4.476  -0.13
H31 2.224 2.492 -6.440  0.06
H32 2.161 0.827 -5.816  0.07
H33 0.901 2.009 -5.355  0.08
H34 2.507 1.755 -3.722  0.06
C10 4.081 4.566 1.058  -0.16
O11 3.810 3.923 -0.185  -0.13
H35 3.212 4.441 1.695  0.07
H36 4.947 4.111 1.547  0.07
H37 4.262 5.634 0.905  0.08
H38 4.579 4.034 -0.749  0.07
C11 2.512 5.389 -6.522  -0.16
O12 2.268 4.766 -7.785  -0.14
H39 1.633 5.248 -5.900  0.08
H40 3.371 4.929 -6.029  0.08
H41 2.691 6.461 -6.646  0.07
H42 3.049 4.892 -8.327  0.07

(4)
The following is a DFT calculation (ωB97M-V with the def2-TZVPD basis set) of the molecule C18H19N5O4S at a distorted geometry.

Output
HOMO level ... -8.786 eV
Multiplicity ... 1
Electronic energy ... -1670.2326 Eh
Frontier orbital gap ... 8.48 eV
Total charge ... 0
LUMO energy ... -0.3 eV
Relative energy (zero: lowest compared OMol25 entry of this formula, charge and spin) ... 0.000 eV

Each line ends with the Löwdin charge.
Atoms and positions in Å:
C1 1.063 4.842 -2.922  -0.09
C2 0.913 4.256 -1.565  -0.52
S1 -0.088 5.038 -0.376  1.12
C3 0.282 3.804 0.771  -0.52
N1 -0.211 3.767 2.022  0.03
N2 0.127 2.829 2.777  0.05
N3 0.954 1.865 2.371  -0.04
C4 1.278 0.880 3.382  -0.02
C5 1.323 -0.570 2.879  -0.46
O1 2.286 -1.263 3.125  0.07
N4 0.226 -1.053 2.252  -0.05
C6 -1.019 -0.380 1.963  -0.10
C7 -1.192 -0.220 0.446  -0.10
N5 -1.086 -1.512 -0.200  -0.03
C8 -2.220 -2.069 -0.701  -0.39
O2 -3.288 -1.473 -0.664  0.06
C9 -2.180 -3.395 -1.341  -0.17
C10 -3.286 -4.119 -1.717  0.01
C11 -2.806 -5.296 -2.328  -0.05
C12 -1.448 -5.206 -2.291  -0.10
O3 -1.059 -4.069 -1.698  0.02
C13 0.173 -2.160 0.090  -0.10
C14 0.311 -2.348 1.606  -0.09
C15 1.521 1.739 1.097  -0.37
O4 2.207 0.777 0.815  0.09
C16 1.142 2.841 0.238  -0.11
C17 1.499 3.105 -1.107  -0.26
C18 2.399 2.246 -1.929  -0.02
H1 2.109 5.080 -3.117  0.09
H2 0.473 5.748 -3.016  0.07
H3 0.739 4.128 -3.680  0.09
H4 0.553 0.990 4.191  0.14
H5 2.281 1.081 3.773  0.14
H6 -1.083 0.585 2.461  0.11
H7 -1.837 -1.008 2.336  0.14
H8 -2.176 0.195 0.218  0.13
H9 -0.413 0.432 0.039  0.12
H10 -4.303 -3.825 -1.564  0.12
H11 -3.388 -6.094 -2.740  0.10
H12 -0.674 -5.862 -2.640  0.12
H13 0.248 -3.117 -0.416  0.12
H14 0.984 -1.508 -0.254  0.13
H15 1.280 -2.783 1.853  0.13
H16 -0.492 -2.993 1.980  0.14
H17 3.241 2.826 -2.304  0.09
H18 1.860 1.844 -2.786  0.09
H19 2.774 1.423 -1.327  0.07

(5)
The following is a DFT calculation (ωB97M-V with the def2-TZVPD basis set) of a cluster of 2 separate species, C5H8ClI in total at a distorted geometry.

Output
HOMO level (alpha / beta) ... -5.811 / -8.996 eV
<S²> ... 2.016
Multiplicity ... 3
Electronic energy ... -952.9329 Eh
Frontier orbital gap (alpha / beta) ... 6.08 / 5.91 eV
Total charge ... 0
LUMO energy (alpha / beta) ... 0.3 / -3.1 eV
Relative energy (zero: lowest compared OMol25 entry of this formula, charge and spin) ... 0.000 eV

Each line ends with the Löwdin spin population.
Atoms and positions in Å:
C1 -0.359 0.342 -0.393  0.61
C2 -0.812 -0.800 0.055  0.07
C3 -0.583 1.289 -1.465  0.09
C4 -0.490 -1.619 1.231  0.00
C5 1.437 0.935 0.606  0.66
Cl1 -2.351 -1.305 -0.734  0.13
I1 3.044 -0.397 -0.062  0.34
H1 -1.384 1.882 -1.220  0.00
H2 0.302 1.803 -1.849  0.01
H3 -1.108 0.659 -2.292  0.02
H4 -0.255 -2.508 0.792  0.00
H5 -1.212 -1.711 1.969  0.00
H6 0.479 -1.191 1.527  0.00
H7 1.498 0.692 1.685  0.03
H8 1.795 1.928 0.152  0.03

(6)
The following is a DFT calculation (ωB97M-V with the def2-TZVPD basis set) of a cluster of 11 separate species, H21O11 in total at a distorted geometry.

Output
HOMO level ... -6.921 eV
Multiplicity ... 1
Electronic energy ... -840.3030 Eh
Frontier orbital gap ... 9.64 eV
Total charge ... -1
LUMO energy ... 2.7 eV
Relative energy (zero: lowest compared OMol25 entry of this formula, charge and spin) ... 1.125 eV

Each line ends with the Löwdin charge.
Atoms and positions in Å:
O1 11.882 -17.007 -6.316  -0.39
H1 11.423 -17.366 -7.083  -0.01
O2 12.401 -14.789 -4.881  -0.09
H2 11.733 -14.819 -4.203  0.00
H3 12.205 -15.680 -5.304  -0.01
O3 9.192 -15.713 -6.051  -0.05
H4 10.082 -16.094 -6.078  -0.02
H5 8.913 -15.569 -5.159  0.02
O4 10.762 -17.664 -4.052  -0.11
H6 11.297 -17.503 -4.889  -0.02
H7 9.850 -17.516 -4.313  0.00
O5 9.531 -16.102 -9.607  -0.03
H8 10.263 -15.707 -9.173  -0.03
H9 9.015 -16.526 -8.990  -0.04
O6 11.796 -14.835 -8.158  -0.05
H10 11.986 -15.574 -7.563  0.00
H11 11.233 -14.219 -7.731  0.02
O7 14.406 -16.992 -6.182  -0.09
H12 14.801 -17.901 -6.223  0.05
H13 13.459 -17.107 -6.190  -0.08
O8 12.504 -19.426 -8.580  -0.03
H14 11.595 -19.443 -8.826  0.01
H15 12.394 -19.603 -7.660  -0.01
O9 12.291 -19.607 -5.767  -0.09
H16 12.515 -19.713 -4.824  0.06
H17 12.300 -18.638 -5.892  -0.03
O10 13.498 -17.078 -9.501  -0.05
H18 14.127 -16.792 -8.856  0.00
H19 13.204 -17.923 -9.185  -0.04
O11 10.058 -18.398 -8.056  -0.02
H20 9.733 -18.344 -7.186  0.03
H21 9.652 -19.118 -8.533  0.07